The following is a quantum chemistry calculation of an isolated ion of composition C11H19N3O3PS2 and charge +1 at a distorted geometry, from the Open Molecules 2025 dataset.

The HOMO energy comes out at -11.74 eV. For the total energy, the calculation gives -1957.96113 Eh. Its spin multiplicity is 1. For the molar mass, the calculation gives 336.40 g/mol. As for the total charge: +1. The value obtained for the HOMO-LUMO gap is 7.8245 eV. As for the structure (SMILES): CP(O)#S(CCCCCCCSc1nnco1)=[N+]=C=O.

Last column: natural (NBO) charge in e.
Geometry (Å):
1 H 0.436 -0.979 0.700  0.17
2 H 1.939 1.233 1.848  0.51
3 H -0.630 -3.222 1.639  0.24
4 H -0.791 -1.646 2.412  0.24
5 H -1.148 -0.808 -0.097  0.21
6 S -2.844 -2.310 1.455  0.30
7 P 1.409 2.900 0.532  1.13
8 C 2.256 -0.176 -1.180  -0.41
9 H 1.864 -0.155 -0.173  0.20
10 C -0.431 -1.507 0.316  -0.42
11 N -2.816 -0.119 3.107  -0.30
12 O 2.384 1.832 1.229  -0.95
13 H -0.362 -3.438 -0.563  0.22
14 C 1.475 0.834 -2.042  -0.57
15 C -1.034 -2.226 1.530  -0.52
16 H -4.669 2.025 1.647  0.21
17 C -0.001 2.999 1.690  -1.00
18 C -3.197 -0.711 2.012  0.26
19 H 1.854 -1.601 -2.769  0.20
20 H 2.117 1.470 -2.640  0.26
21 O -0.151 2.871 -4.331  -0.37
22 H 3.294 -1.892 -1.877  0.23
23 H 3.269 0.193 -1.103  0.24
24 H -0.024 3.986 2.122  0.28
25 H -0.392 -2.194 -1.758  0.21
26 S 0.303 1.774 -1.062  0.70
27 C -0.174 2.961 -3.206  0.90
28 H 1.974 -2.632 0.123  0.20
29 H 0.857 0.283 -2.745  0.25
30 N -0.167 3.103 -1.982  -0.75
31 O -3.985 0.076 1.240  -0.41
32 C 2.257 -1.596 -1.762  -0.40
33 C 0.048 -2.463 -0.803  -0.41
34 H -0.925 2.779 1.164  0.26
35 C -4.070 1.206 1.985  0.27
36 H 1.774 -3.599 -1.312  0.23
37 C 1.568 -2.623 -0.885  -0.39
38 N -3.375 1.137 3.082  -0.28
39 H 0.106 2.235 2.456  0.25